Molecular formula: C2H4I3N2O
Method: DFT, ωB97M-V/def2-TZVPD

E	-31460.7996	eV
E_HOMO	-0.4820	hartree
energy above the lowest of the compared OMol25 structures with the same formula, charge and spin	0.00	kcal per mole
maximum force	2.4	eV/A
total charge	+1
Kohn-Sham gap	0.302	Eh

Last columns: bonded neighbours and bond lengths (Å).
CARTESIAN COORDINATES (ANGSTROEM)
1 I 0.238 3.295 -0.102  C8 2.071
2 I 2.828 -0.561 -1.672  H12 1.566
3 I -1.503 -1.557 -1.356  C7 2.161
4 O -2.141 1.575 0.278  C8 1.335, H10 0.954
5 N 0.418 -1.660 0.900  C7 1.296, H9 1.010, H11 1.030
6 N -0.098 0.494 0.376  C7 1.300, C8 1.274
7 C -0.295 -0.786 0.263  I3 2.161, N5 1.296, N6 1.300
8 C -0.807 1.548 0.281  I1 2.071, O4 1.335, N6 1.274
9 H 0.148 -2.633 0.887  N5 1.010
10 H -2.621 0.767 0.444  O4 0.954
11 H 1.209 -1.465 1.530  N5 1.030
12 H 2.624 0.984 -1.828  I2 1.566

Listed below, in e, are the Mulliken charges computed for each atom: number 1, I, carries 0.284; number 2, I, carries -0.068; number 3, I, carries 0.279; number 4, O, carries -0.382; number 5, N, carries -0.302; number 6, N, carries -0.242; number 7, C, carries 0.114; number 8, C, carries 0.341; number 9, H, carries 0.236; number 10, H, carries 0.352; number 11, H, carries 0.290; number 12, H, carries 0.099